Computed, not measured: a structure of composition C28H62BrFIO13P3SSi, with ωB97M-V with the def2-TZVPD basis set.

For the LUMO energy, the calculation gives -0.023 eV. As for the charge: 0. For the total energy, the calculation gives -6765.5518 Ha. The energy relative to the best compared isomer or geometry (same formula, charge and spin) is 287.8 kJ/mol.

Atoms and positions in Å:
C1 3.80419 2.80827 0.03487
C2 2.45346 2.99942 -0.69639
C3 1.25918 2.11906 -0.19128
P1 1.30488 2.64853 1.62031
O1 1.76051 4.02948 1.88494
C4 1.56875 0.57402 -0.32835
C5 2.23914 0.29914 -1.71196
C6 1.91071 -0.93602 -2.56676
F1 3.62092 0.34442 -1.56032
C7 0.55125 -0.46851 0.18245
C8 1.35514 -1.79583 0.40237
C9 2.01867 -2.05227 1.75155
C10 3.27078 -1.22310 2.07361
I1 2.84771 -4.09353 1.50062
Si1 -0.58195 -0.33434 1.74684
C11 0.19570 0.04764 3.43489
C12 -2.13231 0.72233 1.64781
C13 -1.29814 -2.08537 1.97337
O2 -0.45545 -0.86860 -0.81231
S1 -0.97580 0.32053 -1.80755
O3 -2.31994 -0.07856 -2.09285
O4 -1.14643 1.75224 -1.01928
C14 -0.02196 2.62277 -0.94093
Br1 -0.85146 4.12507 0.10283
C15 0.18692 3.25390 -2.35937
O5 0.36381 4.65480 -2.33175
C16 -0.46329 5.31920 -3.27710
H1 4.03254 3.71881 0.58575
H2 4.59586 2.68490 -0.70034
H3 3.84394 1.97938 0.73733
H4 2.65226 2.86620 -1.75681
H5 2.11375 4.03126 -0.60843
H6 0.04495 2.46525 2.20697
H7 2.25687 1.75949 2.16054
H8 2.40847 0.48774 0.36520
H9 1.90773 1.10632 -2.36359
H10 1.40133 -0.68690 -3.49744
H11 1.33248 -1.73298 -2.11439
H12 2.85039 -1.39336 -2.88428
H13 2.18058 -1.88271 -0.30608
H14 0.70658 -2.63099 0.14638
H15 1.40578 -2.22094 2.62848
H16 3.77527 -1.00088 1.12869
H17 3.04649 -0.26201 2.53849
H18 3.95694 -1.80472 2.67925
H19 0.10851 -0.80727 4.10926
H20 1.24399 0.33927 3.44364
H21 -0.35021 0.85706 3.92586
H22 -2.79805 0.41682 2.45651
H23 -1.94637 1.79368 1.73202
H24 -2.66951 0.58313 0.70801
H25 -2.33022 -2.01576 2.32314
H26 -0.76770 -2.63556 2.75200
H27 -1.33000 -2.64938 1.04187
H28 1.03505 2.85949 -2.92120
H29 -0.72574 3.05018 -2.92599
H30 -1.50543 5.23640 -2.95186
H31 -0.19841 6.37368 -3.23073
H32 -0.31206 4.94647 -4.29177
O6 4.86406 -7.19082 7.56442
P2 3.61151 -6.43738 7.33595
O7 3.79201 -4.98751 8.04135
C17 4.79297 -4.10070 7.54494
C18 4.41282 -3.49905 6.20165
O8 2.55818 -7.12529 8.36453
C19 2.87203 -8.33245 9.05840
C20 3.45081 -8.03993 10.42748
O9 2.39573 -6.00593 6.33024
C21 2.39034 -6.53902 4.98963
C22 2.37633 -8.05541 4.97070
H33 5.75300 -4.62011 7.47771
H34 4.89871 -3.30892 8.28584
H35 4.44550 -4.25378 5.41030
H36 5.10269 -2.69947 5.92883
H37 3.39830 -3.10126 6.23186
H38 3.54407 -8.95642 8.47011
H39 1.93583 -8.88358 9.16601
H40 4.29107 -7.34900 10.36363
H41 3.78703 -8.95942 10.90916
H42 2.69860 -7.57072 11.06348
H43 3.25792 -6.15672 4.44441
H44 1.49909 -6.14965 4.50039
H45 3.30428 -8.46536 5.38293
H46 2.26789 -8.42397 3.95076
H47 1.55420 -8.43687 5.57644
O10 -5.71959 2.88585 -7.49308
P3 -5.36729 4.32067 -7.42105
O11 -3.86363 4.47228 -8.01181
C23 -3.62677 4.15161 -9.38189
C24 -4.19837 5.19693 -10.32408
O12 -5.07617 4.56513 -5.84176
C25 -5.39063 3.57594 -4.86028
C26 -4.19222 2.69852 -4.56822
O13 -5.80626 5.88704 -7.61190
C27 -7.15252 6.17674 -8.04082
C28 -8.19196 5.59765 -7.10037
H48 -4.03344 3.16235 -9.60980
H49 -2.54537 4.09857 -9.50394
H50 -5.29176 5.16421 -10.32694
H51 -3.85668 5.02385 -11.34489
H52 -3.90184 6.19838 -10.01339
H53 -6.25017 2.98094 -5.16675
H54 -5.68084 4.11380 -3.95579
H55 -3.77148 2.27905 -5.48217
H56 -4.46299 1.88061 -3.89912
H57 -3.40102 3.28464 -4.09484
H58 -7.30191 5.79752 -9.05592
H59 -7.24118 7.26108 -8.07981
H60 -8.17180 4.50305 -7.11354
H61 -9.19193 5.92017 -7.38986
H62 -7.99823 5.91540 -6.07590

Results of the Löwdin charge analysis, in e, for atoms 1 through 5: C -0.09; C -0.22; C -0.42; P 0.71; O -0.43